158
Properties=species:S:1:pos:R:3 method="wB97M-V/def2-TZVPD" homo_energy_ev=-7.92 lumo_ev=0.57
C -5.18 -0.05 0.68
C -6.07 0.66 1.79
C -6.58 2.12 1.29
C -7.42 -0.09 2.07
C -8.21 0.13 3.35
C -7.22 -0.07 4.47
C -5.98 0.89 4.36
C -6.47 2.40 4.74
C -5.06 0.43 5.63
N -5.37 0.74 3.06
O -4.06 1.32 2.93
H -4.53 -0.82 1.09
H -5.82 -0.39 -0.14
H -4.43 0.62 0.25
H -5.74 2.81 1.18
H -7.06 2.02 0.32
H -7.30 2.76 1.81
H -8.19 0.11 1.33
H -7.42 -1.18 2.06
H -8.76 1.06 3.53
H -9.07 -0.53 3.42
H -6.87 -1.05 4.78
H -7.81 0.28 5.31
H -5.62 2.90 5.21
H -7.22 2.25 5.51
H -6.98 2.85 3.89
H -4.38 -0.27 5.14
H -5.60 0.16 6.54
H -4.45 1.31 5.85
H -4.29 2.21 2.64
C -2.28 4.57 -1.77
C -1.55 3.31 -1.12
C -2.46 2.05 -1.18
C -0.35 3.00 -2.06
C 0.87 3.85 -1.86
C 1.34 3.51 -0.47
C 0.32 3.91 0.56
C 0.68 3.30 1.90
C 0.23 5.47 0.77
N -1.02 3.38 0.26
O -1.99 3.56 1.21
H -2.07 4.76 -2.82
H -1.82 5.45 -1.33
H -3.28 4.86 -1.48
H -3.41 2.30 -0.71
H -2.06 1.30 -0.50
H -2.60 1.67 -2.19
H 0.03 1.99 -1.87
H -0.63 3.15 -3.10
H 0.52 4.88 -1.98
H 1.65 3.78 -2.63
H 2.21 4.10 -0.17
H 1.63 2.47 -0.60
H 0.01 3.67 2.67
H 0.64 2.21 1.92
H 1.66 3.66 2.23
H -0.36 5.76 1.64
H 1.15 5.95 1.11
H -0.09 5.92 -0.17
H -2.04 2.66 1.54
C 4.29 2.08 2.53
C 4.72 0.68 1.90
C 4.20 -0.46 2.83
C 4.12 0.60 0.49
C 4.70 -0.36 -0.51
C 6.22 -0.10 -0.58
C 6.93 -0.12 0.81
C 7.05 -1.64 1.30
C 8.41 0.46 0.67
N 6.19 0.74 1.78
O 6.89 0.87 2.96
H 4.74 2.77 1.82
H 3.21 2.18 2.59
H 4.77 2.18 3.51
H 3.79 0.03 3.71
H 3.27 -0.91 2.48
H 4.94 -1.24 3.01
H 3.05 0.42 0.54
H 4.25 1.54 -0.05
H 4.35 -1.34 -0.19
H 4.14 0.02 -1.36
H 6.44 0.86 -1.07
H 6.69 -0.76 -1.32
H 7.52 -1.79 2.27
H 7.78 -2.21 0.72
H 6.13 -2.21 1.38
H 8.89 -0.08 -0.14
H 8.87 0.30 1.65
H 8.40 1.53 0.42
H 7.34 1.71 2.90
C 4.36 1.46 -8.13
O 3.42 0.73 -7.34
C 3.62 0.86 -5.85
C 2.33 0.35 -5.09
C 2.59 0.35 -3.55
N 1.93 -0.90 -5.51
H 4.44 2.53 -7.92
H 3.92 1.29 -9.11
H 5.40 1.14 -8.19
H 4.56 0.36 -5.61
H 3.72 1.94 -5.72
H 1.61 1.13 -5.32
H 1.67 0.03 -3.05
H 2.91 1.28 -3.07
H 3.21 -0.50 -3.26
H 0.98 -1.11 -5.27
H 1.91 -0.88 -6.52
C 0.31 -4.85 -1.21
O -0.20 -3.79 -0.44
C 0.36 -2.58 -0.79
C -0.06 -1.50 0.28
C -1.62 -1.40 0.42
N 0.43 -0.23 -0.32
H -0.40 -5.05 -2.02
H 0.32 -5.74 -0.59
H 1.27 -4.77 -1.72
H 1.45 -2.55 -0.89
H 0.07 -2.23 -1.78
H 0.49 -1.62 1.22
H -1.88 -0.80 1.30
H -2.15 -2.32 0.67
H -2.10 -0.93 -0.43
H 0.03 -0.06 -1.24
H -0.05 0.48 0.21
C 1.49 -3.20 7.38
O 1.49 -3.20 5.99
C 1.39 -4.54 5.40
C 1.34 -4.32 3.77
C 0.05 -3.70 3.29
N 1.57 -5.57 3.05
H 0.86 -4.02 7.72
H 1.25 -2.22 7.80
H 2.49 -3.46 7.73
H 2.23 -5.23 5.48
H 0.49 -5.01 5.79
H 2.05 -3.54 3.53
H -0.01 -3.59 2.21
H 0.03 -2.69 3.71
H -0.85 -4.20 3.63
H 1.57 -5.45 2.05
H 2.40 -6.12 3.22
C -2.79 0.02 -5.72
O -2.77 -1.20 -5.05
C -2.73 -2.33 -5.91
C -2.13 -3.41 -5.06
C -0.50 -3.58 -5.22
N -2.73 -4.61 -5.55
H -1.89 0.11 -6.33
H -2.88 0.68 -4.86
H -3.60 0.26 -6.41
H -3.73 -2.49 -6.32
H -2.14 -2.19 -6.82
H -2.30 -3.23 -4.00
H 0.02 -4.30 -4.58
H -0.19 -2.60 -4.88
H -0.09 -3.61 -6.23
H -2.60 -4.70 -6.55
H -3.72 -4.62 -5.37

169
Properties=species:S:1:pos:R:3 method="wB97M-V/def2-TZVPD" homo_energy_ev=-22.19 total_charge=+7 lumo_ev=-13.29
As 0.49 -0.07 -0.45
F 1.42 1.36 -0.99
F 1.54 -0.07 0.99
F -0.26 -1.54 0.11
F -0.37 -0.10 -1.95
F 1.81 -0.99 -1.17
F -0.74 0.95 0.27
C -3.08 -3.59 -2.09
C -1.60 -3.32 -2.34
N -0.76 -4.45 -1.87
C 0.56 -4.35 -1.44
C 1.05 -5.63 -1.32
N 0.01 -6.48 -1.57
C -1.07 -5.74 -1.82
C 0.06 -7.96 -1.48
H -3.19 -4.10 -1.13
H -3.61 -4.19 -2.82
H -3.59 -2.64 -1.95
H -1.25 -2.40 -1.86
H -1.35 -3.25 -3.40
H 1.03 -3.40 -1.28
H 1.98 -6.01 -0.92
H -1.98 -6.19 -2.18
H 0.77 -8.49 -2.11
H -0.91 -8.34 -1.80
H 0.03 -8.22 -0.42
C -3.48 0.11 -3.10
C -4.72 0.71 -3.86
N -5.22 2.01 -3.50
C -4.86 3.17 -4.09
C -5.60 4.22 -3.59
N -6.49 3.59 -2.74
C -6.28 2.27 -2.69
C -7.44 4.29 -1.89
H -3.29 -0.95 -3.20
H -3.47 0.48 -2.07
H -2.50 0.50 -3.41
H -5.43 -0.05 -3.54
H -4.62 0.60 -4.94
H -3.94 3.15 -4.65
H -5.56 5.29 -3.69
H -6.67 1.54 -2.00
H -8.33 4.40 -2.51
H -7.16 5.32 -1.67
H -7.58 3.79 -0.94
C -1.09 4.32 -2.54
C 0.09 5.21 -2.21
N 0.45 5.25 -0.79
C -0.35 5.78 0.21
C 0.18 5.50 1.43
N 1.22 4.60 1.16
C 1.41 4.57 -0.15
C 1.84 3.80 2.21
H -0.84 3.29 -2.26
H -1.40 4.38 -3.59
H -2.08 4.60 -2.16
H -0.20 6.23 -2.48
H 0.97 4.99 -2.81
H -1.24 6.29 -0.10
H -0.13 5.78 2.43
H 2.09 3.93 -0.69
H 1.14 3.07 2.61
H 2.06 4.47 3.04
H 2.76 3.36 1.84
C 1.39 -4.51 2.57
N 0.23 -4.53 3.55
C 0.83 -4.52 4.94
C -0.50 -3.19 3.44
C -0.66 -5.76 3.37
C -1.27 -5.96 1.98
O -2.31 -5.07 1.67
H 0.95 -4.48 1.57
H 1.93 -5.44 2.76
H 2.00 -3.65 2.82
H 1.61 -5.28 4.94
H 0.12 -4.74 5.73
H 1.29 -3.54 5.06
H 0.25 -2.41 3.50
H -1.08 -3.16 4.37
H -1.19 -3.03 2.62
H -1.43 -5.58 4.11
H 0.00 -6.61 3.57
H -1.64 -6.99 1.94
H -0.42 -6.04 1.28
H -2.92 -5.58 1.13
C 1.37 2.13 -8.32
N 0.89 1.60 -6.95
C 0.23 2.76 -6.26
C -0.06 0.47 -7.26
C 2.05 1.10 -6.11
C 1.72 0.64 -4.66
O 1.57 1.79 -3.80
H 0.48 2.42 -8.87
H 1.86 1.28 -8.79
H 2.07 2.90 -8.01
H -0.53 3.19 -6.91
H 0.96 3.50 -5.96
H -0.20 2.37 -5.34
H -1.00 0.86 -7.65
H -0.45 0.13 -6.29
H 0.39 -0.44 -7.63
H 2.81 1.88 -6.10
H 2.51 0.27 -6.67
H 2.67 0.21 -4.33
H 0.84 0.01 -4.67
H 1.55 1.45 -2.88
C 2.68 1.45 7.47
N 2.54 -0.05 7.46
C 3.62 -0.66 8.36
C 1.21 -0.39 8.10
C 2.72 -0.67 6.07
C 1.84 -0.10 4.92
O 0.46 -0.28 5.24
H 2.37 1.74 8.47
H 1.89 1.88 6.84
H 3.62 1.73 7.00
H 3.43 -0.26 9.35
H 4.57 -0.33 7.95
H 3.48 -1.74 8.39
H 1.21 -0.12 9.16
H 1.01 -1.43 7.87
H 0.49 0.19 7.53
H 2.41 -1.72 6.12
H 3.78 -0.71 5.82
H 2.01 -0.68 4.01
H 2.10 0.95 4.80
H -0.02 0.53 5.05
C -3.14 -0.27 2.86
N -4.13 0.52 2.03
C -4.11 -0.17 0.66
C -5.52 0.33 2.59
C -3.60 1.92 1.92
C -4.42 2.98 1.14
O -4.43 2.88 -0.26
H -3.30 -1.34 2.81
H -3.26 0.09 3.88
H -2.14 0.02 2.55
H -3.10 -0.02 0.26
H -4.83 0.33 0.02
H -4.31 -1.21 0.90
H -6.26 0.87 2.00
H -5.52 0.76 3.59
H -5.74 -0.73 2.67
H -2.59 1.88 1.52
H -3.41 2.23 2.95
H -4.09 3.97 1.48
H -5.45 2.87 1.52
H -4.22 3.75 -0.62
C 5.09 -0.11 0.77
N 5.68 0.56 -0.42
C 4.72 0.35 -1.57
C 5.92 2.00 -0.14
C 7.06 -0.05 -0.73
C 7.85 0.54 -1.89
O 8.63 1.62 -1.47
H 4.12 0.33 0.99
H 5.82 -0.13 1.57
H 4.78 -1.12 0.51
H 5.07 0.88 -2.45
H 3.73 0.73 -1.36
H 4.79 -0.73 -1.72
H 4.98 2.56 -0.06
H 6.45 2.48 -0.96
H 6.45 2.09 0.80
H 6.81 -1.10 -0.86
H 7.60 -0.04 0.22
H 7.18 0.83 -2.70
H 8.49 -0.17 -2.42
H 8.75 2.34 -2.10